Record 1
The following is a DFT calculation (ωB97M-V/def2-TZVPD) of a structure of composition C43H51FN3Nd.

Atoms and positions in Å:
Nd  0.60398  -0.05065  0.01925
C  -3.10767  2.87547  -0.74780
C  -3.15152  3.77595  0.48813
C  -4.32201  3.46534  1.43055
C  -1.84521  3.97819  1.26708
C  -1.73552  5.27927  1.76113
C  -0.60115  5.74345  2.38460
C  0.49154  4.90488  2.45806
C  0.44192  3.59441  2.00288
C  1.75426  2.84039  2.07630
C  2.33073  2.66455  0.65927
C  1.65161  1.54397  2.86497
C  -0.76323  3.08032  1.46743
N  -0.90008  1.69516  1.06689
C  -1.78594  1.01335  1.75675
C  -2.60712  -0.08393  1.34586
C  -3.83209  -0.14957  2.06621
C  -4.96666  -0.71125  1.55536
C  -4.92662  -1.24169  0.25198
C  -3.73157  -1.36592  -0.39539
C  -2.49952  -0.94708  0.19268
N  -1.32473  -1.41107  -0.26347
C  -1.30125  -2.70548  -0.87707
C  -0.74927  -2.88790  -2.15498
C  -0.55309  -4.17336  -2.65195
C  -0.92300  -5.28143  -1.92313
C  -1.50857  -5.10558  -0.68022
C  -1.70384  -3.84786  -0.12872
C  -2.24225  -3.76782  1.29213
C  -1.07094  -3.68858  2.27653
C  -3.19356  -4.90709  1.65530
C  -0.45138  -1.72176  -3.07402
C  0.97890  -1.75634  -3.62023
C  -1.46421  -1.68515  -4.22340
H  -3.99141  3.07697  -1.35670
H  -3.11230  1.81621  -0.52065
H  -2.22358  3.10982  -1.34117
H  -3.36120  4.76992  0.08434
H  -4.17432  2.53146  1.95986
H  -5.25590  3.38538  0.87044
H  -4.42351  4.25901  2.17206
H  -2.57371  5.95231  1.62156
H  -0.54548  6.75635  2.76139
H  1.42086  5.27055  2.87770
H  2.44874  3.47625  2.62714
H  1.53581  2.50899  -0.07784
H  3.05239  1.84025  0.62354
H  2.84590  3.57375  0.35178
H  0.91119  0.87908  2.42946
H  1.32795  1.75885  3.88502
H  2.61074  1.02905  2.91110
H  -2.10886  1.45574  2.70187
H  -3.87603  0.34132  3.03108
H  -5.88936  -0.69783  2.11866
H  -5.84106  -1.57245  -0.22380
H  -3.67017  -1.85547  -1.35949
H  -0.10179  -4.29814  -3.62849
H  -0.76083  -6.27834  -2.31243
H  -1.79659  -5.98057  -0.11331
H  -2.81554  -2.85817  1.41244
H  -0.57603  -4.65633  2.38305
H  -1.41932  -3.36785  3.26100
H  -0.33143  -2.97316  1.91880
H  -2.67424  -5.86030  1.76258
H  -3.97449  -5.01560  0.90067
H  -3.67344  -4.68629  2.61037
H  -0.58118  -0.79582  -2.51360
H  1.09448  -2.54232  -4.36833
H  1.69828  -1.94637  -2.81917
H  1.22958  -0.80375  -4.08645
H  -1.40603  -2.60076  -4.81398
H  -1.26714  -0.83301  -4.87683
H  -2.48139  -1.59537  -3.83701
F  0.98660  3.10724  -5.85814
C  0.95933  2.51436  -4.64720
C  -0.25096  2.32679  -4.01280
C  -0.25522  1.69831  -2.77456
C  0.90252  1.22841  -2.12531
C  2.09533  1.48991  -2.82353
C  2.14312  2.11599  -4.06269
H  -1.16986  2.66520  -4.47521
H  -1.22469  1.57103  -2.29554
H  3.04552  1.18714  -2.39031
H  3.08256  2.28946  -4.57260
C  3.85441  -1.00645  -0.64456
C  3.55558  -1.35467  0.78580
C  4.41486  -1.88706  1.71537
C  3.66185  -2.06029  2.90285
C  2.38349  -1.63271  2.63130
C  1.22074  -1.60874  3.58321
N  2.29689  -1.19644  1.32788
H  4.29591  -1.86053  -1.15916
H  4.55707  -0.17367  -0.72016
H  2.93506  -0.73670  -1.17562
H  5.45863  -2.11804  1.56222
H  4.01200  -2.46173  3.84217
H  0.95580  -2.61875  3.89989
H  0.33312  -1.15495  3.13534
H  1.46606  -1.03880  4.48242

Cartesian forces (eV/Å) of the 6 atoms listed first:
Nd 0.3894 0.0316 -0.1055
C 0.0456 0.2190 0.1497
C -0.0766 -0.2509 0.0503
C 0.0896 0.0660 -0.1826
C 0.0790 -0.1202 -0.1399
C 0.0621 0.0466 0.0935

## Properties
<S²> ... 3.75
HOMO level (spin up / spin down) ... -7.05 / -7.05 eV
Spin multiplicity ... 4
Gap between HOMO and LUMO (spin up / spin down) ... 6.2 / 6.3 eV
Energy ... -67883.3448 eV
Max |F| ... 0.01626 Eh/bohr

These are the Mulliken partial charges, in e, on atoms 1 to 5: 0.7338, -1.6886, 0.4032, -1.3384, -0.1372

Record 2
The following is a DFT calculation (ωB97M-V/def2-TZVPD) of a structure of composition C43H51N11SeSn in a non-equilibrium geometry.

Atoms and positions in Å:
Sn  0.64990  0.07216  -0.43334
C  -0.74931  -0.86125  6.39558
C  -0.68128  -0.15716  5.06606
C  -1.83626  0.30617  4.42395
C  -1.77339  0.96457  3.21603
C  -0.55243  1.21466  2.55074
N  -0.46623  1.88477  1.35572
C  -1.11494  3.05742  1.21020
C  -1.28820  3.99247  2.27336
C  -1.88995  5.21848  2.10698
C  -2.36268  5.63965  0.85870
C  -2.98418  7.00060  0.67256
C  -2.20863  4.75106  -0.19077
C  -1.63104  3.49444  -0.02866
N  -1.64000  2.63388  -1.16935
C  -2.69890  2.43610  -1.98909
C  -2.23955  1.74361  -3.08515
C  -0.86727  1.56030  -2.83016
N  -0.51845  2.10355  -1.67464
C  0.57811  0.71143  3.19110
C  0.52000  0.04966  4.41455
N  1.85927  1.00032  2.63894
C  2.84414  1.67472  3.26102
C  3.94207  1.66344  2.42545
C  3.51646  0.94649  1.29943
N  2.26790  0.53370  1.45591
H  -1.61387  -0.52171  6.96883
H  0.14930  -0.67261  6.98756
H  -0.84636  -1.93818  6.26729
H  -2.80383  0.11964  4.87949
H  -2.68340  1.30578  2.73800
H  -0.92152  3.70772  3.25159
H  -1.97161  5.89078  2.95720
H  -3.52808  7.30079  1.57057
H  -3.68252  7.00905  -0.16658
H  -2.22710  7.76703  0.47589
H  -2.53993  5.03487  -1.18512
H  -3.68215  2.78686  -1.72741
H  -2.80997  1.40457  -3.93332
H  -0.10812  1.08315  -3.43059
H  1.44602  -0.31953  4.84465
H  2.67734  2.12626  4.22372
H  4.89945  2.12329  2.59923
H  4.04155  0.71267  0.38673
C  -1.27078  -2.33037  -3.52745
N  -1.85981  -3.51834  -4.17172
C  -3.22312  -3.66892  -3.64953
N  -3.26654  -3.80135  -2.19550
C  -2.63462  -2.60696  -1.60224
N  -1.25954  -2.43632  -2.07249
C  -0.49542  -3.62784  -1.69290
N  -1.06474  -4.84791  -2.28963
C  -1.08119  -4.68550  -3.73974
C  -2.45082  -4.96602  -1.82324
H  -1.86386  -1.45870  -3.81540
H  -0.25006  -2.20124  -3.88926
H  -3.67202  -4.55867  -4.10234
H  -3.80627  -2.79091  -3.94023
H  -2.62162  -2.71555  -0.51622
H  -3.21875  -1.72462  -1.87560
H  -0.51044  -3.72843  -0.60744
H  0.53709  -3.51271  -2.03376
H  -1.51618  -5.58113  -4.19458
H  -0.05378  -4.56808  -4.09368
H  -2.44788  -5.06281  -0.73628
H  -2.89490  -5.86016  -2.27207
Se  -1.17164  -3.32299  1.92791
C  -1.91496  -4.27838  3.36098
C  -3.23276  -4.76929  3.33931
C  -3.71671  -5.50135  4.40609
N  -3.01832  -5.79498  5.50883
C  -1.76939  -5.31838  5.53476
C  -1.18755  -4.57741  4.52385
H  -3.85615  -4.56944  2.47739
H  -4.73359  -5.88747  4.38408
H  -1.20224  -5.55699  6.43243
H  -0.16739  -4.22752  4.60915
C  2.53576  -1.31936  -3.97468
C  3.72512  -0.61361  -3.31487
C  5.03627  -1.14603  -3.89276
C  3.56593  0.88688  -3.41572
C  4.21537  1.61868  -4.39609
C  4.07093  2.99711  -4.49597
C  3.27574  3.64535  -3.55612
C  2.60391  2.96248  -2.55750
C  1.83238  3.71701  -1.49519
C  2.77947  4.19468  -0.38921
C  1.00551  4.88231  -2.03607
C  2.68494  1.53065  -2.47974
N  2.01854  0.81278  -1.57117
H  2.62116  -2.40809  -3.88512
H  2.48107  -1.05660  -5.03517
H  1.61689  -0.99839  -3.48468
H  3.68172  -0.85656  -2.24895
H  5.01120  -1.15877  -4.98648
H  5.20615  -2.17181  -3.55554
H  5.88780  -0.53827  -3.57968
H  4.85598  1.10884  -5.10954
H  4.58129  3.55230  -5.27458
H  3.18233  4.72613  -3.61363
H  1.14390  3.00462  -1.03959
H  3.52025  4.89505  -0.78888
H  3.30712  3.34304  0.04118
H  2.22270  4.68988  0.41205
H  1.64012  5.71510  -2.35619
H  0.33446  5.25242  -1.25699
H  0.39574  4.56598  -2.88401

Cartesian forces (eV/Å) of the 6 atoms listed first:
Sn -0.0244 0.0993 0.3361
C 0.0011 0.0333 -0.0863
C -0.1026 0.1439 -0.0504
C 0.1577 -0.0649 0.0423
C -0.0101 0.0237 -0.1288
C -0.3245 0.3030 0.2161

## Properties
HOMO level ... -1.36 eV
Spin multiplicity ... 1
Gap between HOMO and LUMO ... 5.5 eV
Energy ... -132987.6885 eV
Energy above the lowest of the compared OMol25 structures with the same formula, charge and spin ... 0.0 kcal/mol
Charge ... -2
Max |F| ... 0.01947 Eh/bohr

These are the Mulliken partial charges, in e, on atoms 1 to 5: 0.3880, -1.4940, 0.9257, -0.9639, 0.0408

- Look up the spin multiplicity of the second one.
  1

- Among the records above, which one has the lowest energy?
  C43H51N11SeSn